This record from OMol25 describes a molecular structure, C25H57BaN2O8 in a non-equilibrium geometry. The level of theory is ωB97M-V/def2-TZVPD.

The energy above the lowest of the compared OMol25 structures with the same formula, charge and spin comes out at 25.9 kcal per mole. The value obtained for the HOMO energy is -9.70 eV. Its energy is -46897.0307 eV. As for the charge: +1.

Last column: Löwdin charge in e.
CARTESIAN COORDINATES (ANGSTROEM)
Ba (4.01, 2.30, -0.11)  2.05
O (0.56, -0.72, -0.42)  0.09
C (1.58, 0.12, -0.20)  -0.82
O (1.59, 1.29, -0.69)  -0.25
O (2.62, -0.24, 0.40)  -0.10
H (0.10, -0.20, -1.14)  0.09
C (2.42, -5.78, -1.12)  -0.09
C (2.39, -4.84, 0.07)  -0.31
O (2.48, -3.46, -0.32)  -0.07
H (3.07, -5.39, -1.91)  0.07
H (1.45, -5.91, -1.61)  0.07
H (2.71, -6.79, -0.86)  0.07
H (3.25, -5.08, 0.70)  0.11
H (1.52, -5.07, 0.69)  0.10
H (1.57, -3.15, -0.25)  0.06
C (2.46, 3.43, -3.88)  -0.07
C (3.22, 4.47, -3.10)  -0.26
O (4.29, 3.82, -2.36)  -0.29
H (1.73, 3.92, -4.52)  0.10
H (1.86, 2.82, -3.21)  0.04
H (3.05, 2.77, -4.52)  0.09
H (2.57, 4.81, -2.28)  0.11
H (3.57, 5.31, -3.69)  0.13
H (5.09, 4.34, -2.44)  0.09
C (0.39, 3.81, 0.89)  -0.08
C (1.47, 4.68, 1.47)  -0.26
O (2.71, 4.54, 0.71)  -0.28
H (-0.57, 4.09, 1.33)  0.10
H (0.59, 2.76, 1.11)  0.06
H (0.33, 3.93, -0.19)  0.08
H (1.65, 4.49, 2.53)  0.12
H (1.14, 5.71, 1.32)  0.12
H (3.37, 5.12, 1.12)  0.09
C (0.74, -0.22, -3.91)  -0.03
C (-0.73, 0.23, -3.79)  -0.47
C (-1.55, -1.10, -3.81)  -0.13
C (-1.84, -1.73, -2.45)  -0.16
C (-2.58, -0.77, -1.53)  -0.12
C (-2.29, 0.72, -1.73)  -0.48
N (-1.00, 0.85, -2.46)  -0.10
O (-0.42, 2.14, -2.46)  -0.04
C (-3.44, 1.30, -2.55)  -0.02
C (-2.16, 1.44, -0.39)  -0.02
C (-1.13, 1.06, -5.03)  -0.02
H (1.06, -0.64, -4.86)  0.09
H (0.98, -1.00, -3.17)  0.08
H (1.45, 0.56, -3.62)  0.06
H (-2.47, -0.95, -4.39)  0.12
H (-0.90, -1.78, -4.37)  0.12
H (-0.94, -2.15, -1.99)  0.10
H (-2.40, -2.59, -2.83)  0.12
H (-2.44, -1.07, -0.49)  0.08
H (-3.61, -1.06, -1.76)  0.12
H (-3.51, 0.83, -3.53)  0.07
H (-4.38, 1.13, -2.03)  0.09
H (-3.20, 2.33, -2.81)  0.09
H (-3.12, 1.55, 0.13)  0.10
H (-1.45, 0.96, 0.29)  0.06
H (-1.98, 2.51, -0.51)  0.08
H (-2.09, 1.53, -4.84)  0.07
H (-1.09, 0.49, -5.96)  0.09
H (-0.45, 1.89, -5.20)  0.07
H (0.29, 2.04, -1.81)  0.03
C (-0.46, 0.78, 3.42)  -0.03
C (-0.01, -0.44, 4.26)  -0.50
C (-1.04, -0.59, 5.39)  -0.14
C (-2.35, -1.21, 4.94)  -0.18
C (-2.04, -2.56, 4.31)  -0.14
C (-1.19, -2.46, 3.03)  -0.50
N (-0.01, -1.71, 3.52)  -0.11
O (1.05, -1.82, 2.60)  -0.01
C (-0.83, -3.89, 2.67)  -0.03
C (-1.90, -1.73, 1.90)  -0.03
C (1.41, -0.16, 4.77)  -0.03
H (-1.48, 1.14, 3.54)  0.08
H (-0.38, 0.54, 2.35)  0.06
H (0.18, 1.64, 3.63)  0.07
H (-0.59, -1.17, 6.20)  0.13
H (-1.32, 0.41, 5.75)  0.12
H (-2.81, -0.57, 4.18)  0.09
H (-3.12, -1.19, 5.71)  0.12
H (-2.96, -3.13, 4.15)  0.12
H (-1.52, -3.19, 5.03)  0.12
H (-0.43, -4.04, 1.66)  0.07
H (0.00, -4.21, 3.30)  0.10
H (-1.72, -4.50, 2.79)  0.09
H (-2.61, -2.44, 1.46)  0.10
H (-2.44, -0.82, 2.15)  0.08
H (-1.19, -1.54, 1.09)  0.05
H (1.39, 0.51, 5.62)  0.09
H (2.04, 0.26, 3.98)  0.07
H (1.87, -1.11, 5.07)  0.09
H (0.92, -1.20, 1.86)  0.05